1.
DFT (ωB97M-V/def2-TZVPD) results for a cluster of 2 separate species, C5H8N2O in total.

Geometry as XYZ:
```
16
C5H8N2O, DFT ωB97M-V/def2-TZVPD
H -0.59703 0.39607 -1.45087
N 1.63088 0.85755 -0.35150
C 0.19320 -0.81237 0.23380
C -1.24971 -1.30295 -0.20920
C -0.62519 0.45455 -0.30903
O 2.43469 -1.42049 -0.03120
H 2.56495 1.44590 0.49530
N -1.88525 -0.06805 -0.00865
C 0.30762 1.54851 0.09136
H 0.25815 -0.60240 1.20564
H -0.12034 2.28413 -0.67219
H 0.38489 1.73469 1.12411
C 1.51531 -0.55313 -0.24416
H -1.44056 -1.50200 -1.23449
H -1.55614 -2.38738 0.21463
H -1.81545 -0.07260 1.14645
```

2S+1   1
ΔE to the lowest compared entry with this formula, charge and spin   165.4 kcal per mole
Total energy   -10335.555 eV

---

2.
DFT (ωB97M-V/def2-TZVPD) results for a structure of composition C5H8N2O.

Geometry as XYZ:
```
16
C5H8N2O, DFT ωB97M-V/def2-TZVPD
C 1.27711 -0.44507 -0.05281
H 2.23280 1.31308 0.16068
N 1.35158 0.93418 -0.13623
H -0.69021 0.66450 -1.46765
H 0.02875 1.59724 1.30692
H 0.10375 2.61564 -0.29894
H -1.53865 -1.62082 -1.13669
H -1.91734 -1.99001 0.55282
O 2.19781 -1.24143 -0.01916
N -2.17775 0.18157 -0.02557
C -0.24393 -0.57793 0.29929
C 0.11780 1.62400 0.17495
H -2.40537 0.34991 0.96742
C -0.81036 0.56326 -0.40840
H -0.16601 -0.47619 1.41644
C -1.58178 -1.21963 -0.04890
```

2S+1   1
ΔE to the lowest compared entry with this formula, charge and spin   68.9 kcal per mole
Total energy   -10339.740 eV

---

3.
DFT (ωB97M-V/def2-TZVPD) results for an isolated molecule of C5H8N2O.

Geometry as XYZ:
```
16
C5H8N2O, DFT ωB97M-V/def2-TZVPD
H 2.06639 1.42560 0.25855
N -0.59175 -0.72585 0.92693
O 0.78432 1.89220 -0.87102
C -0.84580 0.05942 -0.30186
C -1.55497 1.19639 -0.78191
H 1.47452 0.10847 -1.03842
N -0.66060 1.98083 -1.16101
H -2.69563 1.35731 -1.15223
H -0.69038 -2.95896 0.90665
H 0.54244 -2.28848 -0.39328
H -0.35707 -0.59932 -1.13570
C 1.29873 0.91939 -0.15072
C 0.10758 0.41278 0.72258
H 0.10182 1.17745 1.71030
C 0.09655 -1.97091 0.78424
H 0.92384 -1.98633 1.67690
```

2S+1   1
ΔE to the lowest compared entry with this formula, charge and spin   220.1 kcal per mole
Total energy   -10333.182 eV
SMILES   CN1[C@H]2C=NOC[C@@H]21

---

4.
DFT (ωB97M-V/def2-TZVPD) results for an isolated molecule of C5H8N2O.

Geometry as XYZ:
```
16
C5H8N2O, DFT ωB97M-V/def2-TZVPD
N 0.58511 0.86189 1.31638
O 0.02641 -1.43083 1.76550
C -0.12366 -0.51539 0.99749
H 0.64514 0.79205 2.32904
H 2.48637 0.10901 0.82081
N -0.52349 -0.37785 -0.26472
C -1.16860 -1.66567 -0.84845
H -0.92581 1.70826 -0.34279
H 2.41748 1.82581 1.31036
H -1.79924 -3.44018 -2.11807
C 1.90646 1.03565 0.74945
C -1.51396 -2.60396 -1.52253
H -2.16149 0.67928 -1.07252
H -0.59406 0.89119 -1.89618
C -1.08510 0.80095 -0.92575
H 1.82843 1.32981 -0.29801
```

2S+1   1
ΔE to the lowest compared entry with this formula, charge and spin   84.6 kcal per mole
Total energy   -10339.058 eV
SMILES   C#CN(C)C(=O)NC

---

E_HOMO across the listed records, respectively: -9.07, -9.00, -9.06, -9.15 eV.
Largest force on an atom across the listed records, respectively: 0.157, 0.084, 0.152, 0.137 Eh/bohr.
Orbital gap across the listed records, respectively: 9.03, 9.87, 9.94, 10.03 eV.